{
  "formula": "C5H5Cl15",
  "method": "ωB97M-V/def2-TZVPD",
  "elements": ["C", "Cl", "Cl", "Cl", "H", "C", "Cl", "Cl", "Cl", "H", "C", "Cl", "Cl", "Cl", "H", "C", "Cl", "Cl", "Cl", "H", "C", "Cl", "Cl", "Cl", "H"],
  "coordinates": [[2.1579, 1.4890, 7.2726], [2.8995, 1.0262, 8.7877], [2.6880, 3.1371, 6.7755], [0.4579, 1.5849, 7.5052], [2.3270, 0.7439, 6.4953], [7.2135, 2.4092, 0.9870], [7.2304, 1.7815, 2.6142], [6.6113, 1.1977, -0.1508], [8.7768, 3.0128, 0.5400], [6.4080, 3.1435, 0.9895], [-5.9883, 0.7699, -5.1501], [-7.2124, 0.6274, -3.8433], [-5.5342, 2.5004, -5.3903], [-6.5173, 0.0998, -6.7126], [-5.0388, 0.3605, -4.8051], [0.7438, 0.3502, -0.5182], [0.8441, -1.3940, -0.7289], [1.3175, 0.7680, 1.1073], [-0.9364, 0.9335, -0.9229], [1.4749, 0.7341, -1.2296], [-3.8389, -5.0539, -2.6754], [-5.0058, -4.2000, -1.7109], [-3.5347, -4.1804, -4.2046], [-4.6042, -6.6463, -2.9559], [-2.9396, -5.1949, -2.0758]],
  "forces_ev_per_a": [[0.161, 0.731, -0.110], [0.519, -0.211, 0.029], [0.352, -0.691, -0.113], [-1.486, -0.187, 0.043], [0.456, 0.355, 0.145], [-1.142, -0.079, 0.000], [0.114, -0.342, 0.599], [0.163, -0.294, -0.219], [0.151, 0.308, -0.218], [0.701, 0.406, -0.160], [0.140, 0.984, 0.082], [0.579, -0.091, -0.820], [-0.347, -0.345, 0.084], [0.167, 0.003, 0.861], [-0.533, -0.564, -0.199], [-0.109, -0.132, -0.269], [-0.219, -0.269, -0.008], [-0.474, 0.216, -0.331], [1.337, -0.222, 0.476], [-0.530, 0.405, 0.131], [-0.662, -0.463, -0.257], [-0.174, 0.900, 0.534], [0.170, -0.461, 0.598], [0.675, -0.046, -0.368], [-0.009, 0.088, -0.511]],
  "orbital_gap_ev": 11.213,
  "fmax_ev_per_a": 1.50,
  "lumo_ev": 0.142,
  "charge": 0
}